A cluster of 2 separate species, C2H7N2O2 in total in a non-equilibrium geometry, computed with ωB97M-V with the def2-TZVPD basis set.

Summary:
- Energy: -9263.55840 eV
- Spin multiplicity: 1
- Orbital gap: 8.6 eV
- Total charge: -1
- E_HOMO: -4.23 eV
- E_LUMO: 4.376 eV
- Energy relative to the best compared isomer or geometry (same formula, charge and spin): 109.7 kJ/mol

Element x y z (Å)
H -0.1618 -1.0406 1.6097
H 0.5406 -1.3648 -0.6874
N -0.4068 -1.8167 1.0590
H -1.4349 -1.9920 1.4231
C -0.4833 -1.4045 -0.4180
H -0.9497 0.4987 0.1050
N -1.2075 -0.0855 -0.6924
H -0.5948 0.5070 -1.3716
O 1.2882 2.4951 -1.2532
O 0.6943 1.5819 0.8211
H -1.0774 -2.0804 -0.9794
C 1.4121 2.1941 -0.0217
H 2.3809 2.5079 0.4057

natural (NBO) atomic charge list, values in e, 6 entries: 0.36, 0.17, -0.85, 0.32, -0.05, 0.39